Formula: C32H29IrN5O7SSe
Source: the Open Molecules 2025 dataset
Level of theory: ωB97M-V/def2-TZVPD

Each line ends with the Löwdin charge.
Element x y z (Å)
Ir 1.243 -1.536 0.067  1.4167
C 2.935 -4.646 2.375  -0.0515
O 1.700 -5.197 2.829  -0.0662
C 0.657 -4.358 3.046  -0.2193
C -0.124 -4.622 4.158  0.0138
C -1.231 -3.842 4.472  -0.0745
C -1.547 -2.770 3.670  -0.0419
C -0.784 -2.484 2.532  -0.1426
C -1.177 -1.333 1.757  -0.0789
N -0.537 -0.885 0.748  -0.1679
N -1.009 0.276 0.135  0.1229
C -0.130 0.739 -0.706  -0.4718
O 0.992 0.151 -1.015  -0.2163
C -0.443 1.983 -1.451  -0.1672
C -1.556 2.751 -1.122  -0.0320
C -1.861 3.878 -1.867  -0.0776
C -1.065 4.238 -2.949  -0.0891
C 0.053 3.480 -3.269  -0.0755
C 0.370 2.358 -2.515  -0.0271
C 0.314 -3.298 2.186  -0.2316
O 0.966 -3.205 1.020  -0.2825
H 3.693 -5.386 2.620  0.0954
H 3.148 -3.718 2.910  0.0912
H 2.928 -4.457 1.304  0.0850
H 0.169 -5.456 4.782  0.1243
H -1.819 -4.066 5.352  0.1044
H -2.381 -2.123 3.916  0.1133
H -2.058 -0.774 2.061  0.1425
H -2.173 2.450 -0.287  0.1142
H -2.727 4.474 -1.610  0.1042
H -1.308 5.118 -3.531  0.1026
H 0.686 3.768 -4.099  0.1053
H 1.250 1.767 -2.740  0.1218
C 2.335 5.756 -0.463  -0.0448
C 2.236 4.427 0.234  -0.2700
C 1.152 4.145 1.059  -0.0384
C 1.048 2.929 1.714  -0.0538
C 2.051 1.982 1.560  -0.2731
C 3.134 2.236 0.729  -0.0334
C 3.215 3.452 0.068  -0.0243
S 1.992 0.504 2.543  0.5995
O 3.038 0.614 3.522  -0.2763
O 0.630 0.366 2.984  -0.2978
N 2.354 -0.755 1.585  -0.3056
C 3.776 -1.064 1.394  -0.1732
C 4.065 -1.270 -0.078  -0.6140
O 5.130 -1.026 -0.588  0.0895
O 3.046 -1.792 -0.738  -0.2379
H 1.483 5.906 -1.128  0.0733
H 3.246 5.825 -1.056  0.0753
H 2.337 6.575 0.259  0.0830
H 0.375 4.891 1.191  0.1181
H 0.208 2.710 2.358  0.1142
H 3.921 1.505 0.595  0.1114
H 4.064 3.649 -0.575  0.1159
H 4.021 -2.009 1.889  0.1125
H 4.428 -0.306 1.814  0.1129
C -2.799 -3.383 -1.032  -0.0020
N -2.463 -2.231 -1.851  -0.0485
C -1.238 -1.897 -2.285  -0.6503
Se 0.382 -2.785 -1.980  0.8250
N -1.358 -0.801 -3.048  0.1478
C -2.676 -0.370 -3.069  -0.1660
C -3.295 0.716 -3.668  0.0031
C -4.657 0.837 -3.468  -0.0700
C -5.373 -0.093 -2.702  -0.0712
C -4.751 -1.174 -2.106  0.0040
C -3.382 -1.290 -2.304  -0.1507
H -1.879 -3.828 -0.664  0.0618
H -3.349 -4.113 -1.626  0.1051
H -3.410 -3.057 -0.193  0.0991
H -0.551 -0.323 -3.418  0.1567
H -2.734 1.444 -4.239  0.1191
H -5.182 1.674 -3.908  0.1080
H -6.438 0.041 -2.573  0.1070
H -5.304 -1.891 -1.516  0.1148

**Charge**: 0
**Energy**: -4941.28207 Ha
**Orbital gap (spin up / spin down)**: 7.77 / 6.33 eV
**2S+1**: 2
**ΔE to the lowest compared entry with this formula, charge and spin**: 7.3 kcal per mole
**⟨S²⟩**: 0.754
**Max |F|**: 0.79 eV Å⁻¹